1.
The following is a quantum chemistry calculation of C25H25MoN4O9PS2 as an isolated structure in a non-equilibrium geometry, from OMol25.

Geometry as ORCA input:
```
! RIJCOSX wB97M-V def2-TZVPD def2/J DEFGRID3
* xyz 2 1
Mo 0.51942 1.23251 -0.42759
C 5.77985 -1.32612 -1.81079
C 5.94108 0.07212 -1.91774
C 4.84980 0.90470 -1.70238
C 3.57524 0.35316 -1.40750
C 3.44220 -1.03621 -1.24149
C 4.55365 -1.84593 -1.48919
N 2.44893 1.20996 -1.51365
N 2.72377 2.38207 -2.09180
C 1.65466 3.21747 -2.26824
C 1.83828 4.51337 -2.75824
C 0.72335 5.29834 -2.91073
C -0.54034 4.89493 -2.50753
C -0.70582 3.68709 -1.86031
C 0.40260 2.85818 -1.62415
H 6.62362 -1.98719 -1.93206
H 6.90046 0.50385 -2.28312
H 4.89112 1.98460 -1.93153
H 2.46386 -1.46586 -1.04525
H 4.51071 -2.93412 -1.46604
H 2.83211 4.81218 -3.05756
H 0.80238 6.27687 -3.39829
H -1.41295 5.55412 -2.67540
H -1.67826 3.43564 -1.50996
O -3.49213 1.19528 -1.36026
C -2.40290 0.78960 -1.10929
O -1.58044 1.39130 -0.32363
C -2.08227 -0.62892 -1.62634
C -3.11927 -1.30783 -2.22726
C -3.14642 -2.73295 -2.29162
C -2.07800 -3.44889 -1.83921
C -0.91622 -2.78776 -1.65437
C -0.85453 -1.37063 -1.43567
O 0.27972 -0.74882 -1.21241
N 0.29103 -3.50979 -1.73361
O 1.23081 -3.34638 -0.92118
O 0.31925 -4.38865 -2.62279
N -4.22238 -3.45861 -2.92694
O -5.20047 -2.80537 -3.30999
O -3.97489 -4.64830 -3.14481
H -4.00211 -0.78365 -2.64665
H -2.03926 -4.52086 -1.81993
C -3.59127 0.56348 3.93206
C -2.61860 1.31260 2.98862
C -3.02778 2.74000 2.69583
O -1.30502 1.43400 3.66483
P -0.06418 0.48990 3.37593
S 1.24670 0.63546 4.78463
S 0.86125 1.47732 1.75059
O -0.69432 -0.94110 2.98736
C 0.09302 -2.22025 3.04028
C 1.27665 -2.09846 2.12398
C 0.25637 -2.63608 4.48035
H -4.62360 0.65396 3.57716
H -3.50274 0.94307 4.94975
H -3.33231 -0.50345 3.94972
H -2.43394 0.76177 2.02780
H -2.93091 3.34490 3.59073
H -4.08372 2.80512 2.38666
H -2.41177 3.11454 1.88454
H -0.68890 -2.92334 2.65360
H 2.00727 -1.35168 2.45604
H 0.94428 -1.90395 1.10765
H 1.73025 -3.06249 2.11071
H 0.84840 -1.94177 5.01417
H 0.64923 -3.63711 4.54586
H -0.75360 -2.54096 4.95764
*
```

The lowest unoccupied orbital energy (spin up / spin down) is -10.606 / -10.518 eV. The calculation puts the frontier orbital gap (spin up / spin down) at 0.155 / 0.161 Ha. The calculation puts the HOMO energy (spin up / spin down) at -14.832 / -14.890 eV.



2.
The following is a quantum chemistry calculation of C25H25N3O2RhSTe as an isolated structure, from OMol25.

Geometry as ORCA input:
```
! RIJCOSX wB97M-V def2-TZVPD def2/J DEFGRID3
* xyz 0 2
Rh -0.51041 -0.60717 -0.79226
O 6.10659 1.02501 -1.64029
C 5.70518 -0.14390 -1.53455
O 6.27344 -1.23937 -1.66062
C 4.15834 -0.25919 -1.38208
C 3.55473 -1.51003 -1.31631
C 2.18197 -1.58333 -1.17717
N 1.45655 -0.46261 -1.11385
C 2.00906 0.75475 -1.16014
C 3.37705 0.88793 -1.29764
C 1.01306 1.83576 -1.01637
C 1.34666 3.17989 -1.02277
C 0.35581 4.12673 -0.83274
C -0.94912 3.70669 -0.63116
C -1.22258 2.35351 -0.64159
N -0.27340 1.43695 -0.84966
C 1.35878 -2.80343 -1.05951
C 1.90426 -4.07708 -1.06961
C 1.07646 -5.17369 -0.91745
C -0.28399 -4.97031 -0.75275
C -0.76821 -3.67780 -0.75547
N 0.02096 -2.61376 -0.91874
H 4.20825 -2.37067 -1.37465
H 3.89432 1.83758 -1.34220
H 2.37723 3.46964 -1.16748
H 0.60282 5.17969 -0.83551
H -1.75430 4.40738 -0.46365
H -2.22659 1.98165 -0.48856
H 2.97144 -4.19531 -1.18714
H 1.48981 -6.17305 -0.92064
H -0.96915 -5.79476 -0.61966
H -1.82014 -3.47384 -0.62355
C -1.43977 -1.05554 4.53362
C -0.12685 -0.60114 3.88356
C 0.21343 0.81921 4.35309
C 1.00356 -1.55751 4.28452
C -0.27659 -0.60781 2.41721
C -0.39572 -0.61690 1.21360
H -1.33998 -1.05450 5.62145
H -1.70045 -2.06407 4.21023
H -2.25699 -0.38750 4.25887
H 0.31782 0.84026 5.44027
H -0.57367 1.51793 4.06652
H 1.15019 1.15706 3.90851
H 1.11889 -1.56814 5.37076
H 1.94848 -1.24603 3.83827
H 0.78584 -2.57236 3.94916
C -5.25875 4.07981 -2.64224
Te -4.70964 2.18312 -1.83373
C -3.37581 1.69120 -3.43104
H -5.86406 3.95722 -3.53545
H -4.36303 4.65304 -2.86657
H -5.83555 4.60052 -1.88104
H -3.17155 2.60543 -3.98348
H -3.82510 0.95491 -4.09011
H -2.44668 1.30323 -3.01941
S -3.86394 -1.23753 -0.70959
C -2.37897 -0.84777 -0.79121
*
```

The lowest unoccupied orbital energy (spin up / spin down) is -0.945 / -1.814 eV. The calculation puts the frontier orbital gap (spin up / spin down) at 0.236 / 0.226 Ha. The calculation puts the HOMO energy (spin up / spin down) at -7.356 / -7.967 eV.



3.
The following is a quantum chemistry calculation of C25H25N5Re as an isolated structure, from OMol25.

Geometry as ORCA input:
```
! RIJCOSX wB97M-V def2-TZVPD def2/J DEFGRID3
* xyz 2 4
Re -0.04092 0.06834 -0.00827
C -1.16034 -0.31137 2.85955
C -1.36324 -1.72742 2.33525
C -2.18122 -1.84878 1.07114
C -3.27071 -2.69989 1.03086
C -3.98722 -2.85395 -0.14461
C -3.58465 -2.15731 -1.27269
C -2.48477 -1.33699 -1.17872
N -1.80216 -1.16424 -0.03080
N -0.06607 0.43210 2.16963
C -0.24489 1.89606 2.38188
C -1.29230 2.43211 1.45105
C -2.11029 3.49555 1.76684
C -2.99590 3.96797 0.80680
C -3.04045 3.35533 -0.43557
C -2.20343 2.28774 -0.67939
N -1.34365 1.83289 0.24497
C 1.27899 0.04564 2.67299
C 2.34408 0.49084 1.69858
C 3.65540 0.66608 2.08221
C 4.59497 1.02597 1.12649
C 4.19323 1.20274 -0.18874
C 2.86857 1.00747 -0.51203
N 1.95306 0.66374 0.41572
H -0.95052 -0.33140 3.93173
H -2.07568 0.26282 2.71656
H -1.87085 -2.29337 3.11474
H -0.40177 -2.23099 2.18792
H -3.55132 -3.24395 1.92279
H -4.83961 -3.51954 -0.18238
H -4.09992 -2.25686 -2.21773
H -2.10524 -0.80559 -2.04034
H 0.70317 2.38683 2.15622
H -0.48584 2.10064 3.42670
H -2.05198 3.94989 2.74726
H -3.64433 4.80553 1.02885
H -3.71550 3.69430 -1.20923
H -2.20509 1.77640 -1.63315
H 1.31503 -1.03766 2.78849
H 1.45449 0.48383 3.65844
H 3.93832 0.52115 3.11702
H 5.63040 1.16927 1.40868
H 4.89474 1.48345 -0.96175
H 2.50836 1.11270 -1.52579
N 0.50849 -0.69942 -1.54603
C 1.24288 -1.13492 -2.60400
C 2.10645 -2.23529 -2.46935
C 2.85465 -2.66017 -3.54992
C 2.75723 -2.00997 -4.77693
C 1.90050 -0.92198 -4.91783
C 1.14725 -0.48166 -3.84720
H 2.16444 -2.74054 -1.51241
H 3.51566 -3.51023 -3.44124
H 3.34387 -2.35083 -5.61915
H 1.82164 -0.41600 -5.87174
H 0.47398 0.36291 -3.94237
*
```

The lowest unoccupied orbital energy (spin up / spin down) is -5.710 / -7.006 eV. The calculation puts the frontier orbital gap (spin up / spin down) at 0.241 / 0.236 Ha. The calculation puts the HOMO energy (spin up / spin down) at -12.266 / -13.434 eV.



4.
The following is a quantum chemistry calculation of C25H25N7O5Rb as an isolated structure in a non-equilibrium geometry, from OMol25.

Geometry as ORCA input:
```
! RIJCOSX wB97M-V def2-TZVPD def2/J DEFGRID3
* xyz -1 1
Rb -0.55402 0.18728 -0.53750
C -2.72960 3.28759 2.85048
C -1.66255 2.41575 2.21430
O -1.89026 1.72046 1.24046
N -0.45153 2.48600 2.81716
C 0.69442 1.68334 2.40962
C 0.78542 0.39719 3.19515
C 1.34049 0.36693 4.47222
C 1.37037 -0.83414 5.16065
C 0.85023 -1.96693 4.55401
C 0.31728 -1.84194 3.27863
N 0.28149 -0.68991 2.61926
H -3.43857 3.58739 2.08326
H -2.30796 4.17106 3.32865
H -3.26620 2.70009 3.59725
H -0.36694 3.02030 3.66341
H 1.60032 2.27497 2.54161
H 0.59541 1.44191 1.35560
H 1.75217 1.26798 4.91145
H 1.80209 -0.88589 6.15265
H 0.86463 -2.92490 5.05592
H -0.09503 -2.69780 2.75499
C 10.11298 5.01247 1.98997
O 8.74847 5.33076 2.11197
C 8.02356 5.39484 0.94773
C 8.56360 5.28303 -0.32201
C 7.73968 5.37313 -1.43913
C 6.36510 5.54408 -1.31220
C 5.83751 5.67106 -0.01363
C 6.65263 5.60389 1.09259
N 5.58764 5.79216 -2.45519
N 4.44711 5.29943 -2.66631
C 3.90734 4.23003 -1.98874
C 4.63334 3.24157 -1.30071
C 4.03505 2.14779 -0.73252
C 2.62179 1.93562 -0.75633
O 2.07927 0.93910 -0.23341
C 1.83905 2.97646 -1.44600
N 0.49663 2.84704 -1.42934
C -0.23549 3.71972 -2.08106
C 0.30930 4.79064 -2.80344
C 1.66835 4.96281 -2.79820
C 2.48612 4.05292 -2.09765
H 10.49535 4.90489 3.00277
H 10.67337 5.80349 1.47935
H 10.26102 4.07334 1.44700
H 9.62573 5.13720 -0.46900
H 8.16475 5.29762 -2.43210
H 4.77223 5.82500 0.09868
H 6.24796 5.70279 2.09227
H 5.71174 3.32517 -1.26603
H 4.63606 1.38277 -0.25564
H -1.31177 3.57663 -2.03420
H -0.34075 5.47024 -3.33943
H 2.14138 5.78032 -3.32498
N 1.49895 -3.27504 -1.56810
N 0.78441 -2.63447 -2.61226
C -0.37807 -1.87863 -2.23323
O -0.64272 -0.92958 -3.00670
O -0.98760 -2.21008 -1.19948
H 2.01593 -2.59754 -1.01405
H 2.16138 -3.91003 -1.98890
H 1.35403 -2.05044 -3.20971
*
```

The lowest unoccupied orbital energy is 1.876 eV. The calculation puts the frontier orbital gap at 0.217 Ha. The calculation puts the HOMO energy at -4.022 eV.



5.
The following is a quantum chemistry calculation of C25H25N8O8S2V as an isolated structure, from OMol25.

Geometry as ORCA input:
```
! RIJCOSX wB97M-V def2-TZVPD def2/J DEFGRID3
* xyz 1 2
V -0.40125 -0.18263 0.76746
O 0.38022 -0.16317 4.64452
C 0.73611 -0.20387 3.49596
O -0.20528 -0.30235 2.52765
C 2.12109 -0.18351 2.99224
C 3.12462 -0.11571 3.95205
C 4.44808 -0.10692 3.56061
C 4.80878 -0.16471 2.22605
C 3.81415 -0.24803 1.27793
C 2.43045 -0.24114 1.60633
O 1.53677 -0.24256 0.67439
N 4.26583 -0.31527 -0.12598
O 5.35155 0.16280 -0.37630
O 3.54106 -0.85146 -0.94509
N 5.50366 -0.03663 4.58050
O 5.15153 0.01932 5.74016
O 6.65294 -0.05813 4.18963
H 2.85656 -0.07167 4.99795
H 5.84623 -0.14723 1.92892
N -3.13350 3.76609 1.02805
C -2.19720 4.65705 0.65179
N -2.57405 5.92022 0.42622
N -0.91271 4.36970 0.45492
C -0.58100 3.13488 0.71407
N -0.25669 2.04612 0.94795
H -4.05205 4.07238 1.29747
H -2.85355 2.84574 1.33858
H -3.52538 6.22633 0.51147
H -1.87666 6.56790 0.10341
O -0.42117 0.06874 -1.14947
S 0.59987 -0.56984 -2.14386
C -0.44662 -1.53216 -3.19494
C -1.72826 -1.11644 -3.53331
C -2.48543 -1.92567 -4.35994
C -1.96065 -3.12096 -4.84188
C -0.68225 -3.52300 -4.49280
C 0.08565 -2.72809 -3.65093
C 1.05579 0.81953 -3.14409
C 2.29033 0.73863 -3.77097
C 2.69516 1.79239 -4.57830
C 1.87893 2.90249 -4.72643
C 0.65706 2.97456 -4.06844
C 0.23135 1.92797 -3.26779
H -2.12386 -0.18755 -3.14571
H -3.48700 -1.62557 -4.63592
H -2.55959 -3.74456 -5.49132
H -0.28314 -4.45711 -4.86217
H 1.07844 -3.03914 -3.35202
H 2.93786 -0.11354 -3.60974
H 3.65619 1.75199 -5.07164
H 2.20325 3.72645 -5.34718
H 0.03723 3.85434 -4.17546
H -0.70589 1.97616 -2.73168
S -2.91894 0.02051 0.92878
C -3.18442 -1.16366 2.15488
N -3.87214 -2.28359 1.96140
C -3.86114 -3.15042 3.13994
C -3.13074 -2.27313 4.18322
N -2.78109 -1.08275 3.41068
H -4.22832 -2.53154 1.05543
H -3.31610 -4.07010 2.92579
H -4.87395 -3.40290 3.44737
H -2.23195 -2.75106 4.57039
H -3.77437 -2.00470 5.01973
H -2.08973 -0.40858 3.70120
C -0.55399 -2.20664 0.45024
H -0.68172 -2.70028 1.41430
H 0.37295 -2.55893 -0.00497
H -1.39790 -2.43535 -0.20129
*
```

The lowest unoccupied orbital energy (spin up / spin down) is -3.705 / -3.142 eV. The calculation puts the frontier orbital gap (spin up / spin down) at 0.273 / 0.299 Ha. The calculation puts the HOMO energy (spin up / spin down) at -11.132 / -11.280 eV.



6.
The following is a quantum chemistry calculation of a 2-piece molecular cluster, C25H25O overall in a non-equilibrium geometry, from OMol25.

Geometry as ORCA input:
```
! RIJCOSX wB97M-V def2-TZVPD def2/J DEFGRID3
* xyz 1 1
C -0.09487 3.26414 3.11586
C 0.93753 2.18579 3.12200
C 0.49054 0.93155 3.12504
C 2.38530 2.50458 3.13049
C 3.41782 1.42642 3.12844
C 2.83216 3.75886 3.14458
H 0.32770 4.26594 3.10015
H -0.73833 3.17254 2.23937
H -0.72637 3.19383 4.00321
H 1.13470 0.07855 3.13558
H -0.56204 0.73006 3.12163
H 2.99552 0.42440 3.12652
H 4.05622 1.50963 2.24746
H 4.05494 1.50565 4.01099
H 3.88478 3.96050 3.15342
H 2.18776 4.61175 3.15532
C -3.83064 -5.76968 -0.54372
C -3.98679 -4.89344 -1.60019
C -2.88730 -4.43901 -2.28909
C -1.60197 -4.84481 -1.92523
O -0.44017 -4.31927 -2.55637
C -0.03705 -3.00683 -2.20892
C 0.93038 -2.78446 -1.21169
C 1.23337 -1.52087 -0.79244
C 0.60225 -0.38011 -1.35456
C 0.93291 0.89151 -0.83814
C 0.46463 2.19970 -1.15874
C 1.13228 3.29623 -0.57464
C 0.76421 4.58873 -0.85395
C -0.28074 4.84457 -1.72220
C -0.97614 3.79449 -2.28984
C -0.62470 2.49850 -2.00473
C -0.31384 -0.62302 -2.40990
C -0.62991 -1.88699 -2.81165
C -1.46540 -5.74458 -0.86741
C -2.56726 -6.19323 -0.18005
H -4.69206 -6.10993 0.00705
H -4.97322 -4.55636 -1.87327
H -3.00346 -3.75379 -3.10753
H 1.40834 -3.63777 -0.76369
H 1.96371 -1.37207 -0.01371
H 1.69534 0.87688 -0.07504
H 1.94308 3.10658 0.10705
H 1.29089 5.40824 -0.39435
H -0.56434 5.85928 -1.94527
H -1.80488 3.99133 -2.95113
H -1.24914 1.71969 -2.38818
H -0.74401 0.19436 -2.94800
H -1.34910 -2.04468 -3.59577
H -0.47660 -6.05109 -0.58054
H -2.44602 -6.86232 0.65577
*
```

The lowest unoccupied orbital energy is -5.767 eV. The calculation puts the frontier orbital gap at 0.198 Ha. The calculation puts the HOMO energy at -11.164 eV.



no.,energy (a.u.)
1,-3068.85800
2,-2059.05077
3,-1319.22503
4,-1751.32145
5,-3747.74326
6,-1042.55057